1.
Computed, not measured: a 3-piece molecular cluster, C24H46N5O4 overall, with the ωB97M-V functional and the def2-TZVPD basis.

```
! RIJCOSX wB97M-V def2-TZVPD def2/J DEFGRID3
* xyz 1 1
H -3.779 -3.252 5.635
H -0.508 -3.245 5.583
H 2.257 2.859 -0.404
H -2.571 -0.246 0.311
C 4.193 2.616 0.597
H -1.818 -5.991 5.591
H -1.929 -2.064 6.828
H -1.853 -0.874 5.520
C 0.798 -1.522 1.130
C 2.826 -3.885 -0.227
H -2.165 3.552 -7.593
O 4.435 1.392 1.310
C -2.712 -4.052 3.187
N 3.049 -4.366 -1.247
H 5.145 3.031 0.270
H -0.782 1.827 -3.260
H -2.595 1.888 -4.509
H 3.656 3.072 -1.412
H 0.114 -2.131 1.708
H -1.179 -0.303 2.178
N -2.129 -3.297 4.289
H -2.509 1.446 0.718
H -0.429 3.477 -7.584
H -4.395 -4.932 4.276
H -3.392 2.758 -5.772
C 0.493 -0.177 0.865
C -0.023 1.742 -4.038
H -0.732 -5.265 6.758
C -1.100 -3.995 5.051
N 2.342 0.128 -0.333
C -1.291 3.755 -6.968
C -0.788 0.397 1.436
H 2.674 1.074 -2.164
N -1.320 2.851 -5.829
H -3.161 4.878 -4.590
H -0.446 5.510 -5.961
O 6.603 1.679 1.792
H 3.725 3.340 1.261
H -0.394 -4.452 4.351
C 3.159 1.044 -1.187
H 7.151 -0.544 0.877
H 0.741 2.788 -5.731
C -2.506 -1.577 6.042
H 4.146 0.612 -1.315
H -3.297 -1.005 6.528
C -2.559 2.827 -5.068
C 1.992 -1.994 0.628
H -3.757 -2.025 4.379
H -1.905 -4.431 2.551
C 6.115 -0.325 0.645
H -2.165 5.662 -6.348
C -1.550 -5.051 6.068
O -1.429 0.976 -0.902
N 1.230 0.658 0.147
H 3.700 -1.413 -0.558
H 0.032 3.834 -4.509
H -0.980 0.235 -1.318
H 6.009 -0.306 -0.441
H -2.398 -4.713 6.663
C -2.824 3.975 -4.085
H -3.613 3.685 -3.389
C 5.766 1.001 1.283
H -4.190 -5.526 2.634
C -1.896 0.612 0.376
H -0.964 5.787 -7.618
C 2.760 -1.097 -0.130
H -1.942 4.223 -3.492
O 2.411 -3.276 0.867
C -1.214 5.261 -6.695
H -3.264 -3.345 2.557
H 5.471 -1.100 1.068
C -3.651 -5.213 3.531
C -0.105 2.880 -5.044
H -0.135 0.775 -4.533
C 3.238 2.447 -0.619
C -3.118 -2.577 5.073
H -3.108 -6.082 3.895
H -0.526 1.306 1.976
H 0.954 1.761 -3.544
*
```

## Properties
maximum force	0.03106	hartree/bohr
orbital gap	4.9	eV
energy	-1516.4470	a.u.


2.
Computed, not measured: C12H8Cl2F2NRuTe4 as an isolated structure, with the ωB97M-V functional and the def2-TZVPD basis.

```
! RIJCOSX wB97M-V def2-TZVPD def2/J DEFGRID3
* xyz 0 6
H 3.016 1.312 -2.744
C -1.208 -2.409 0.183
Ru -1.006 -0.083 -1.715
Te -2.026 1.441 -0.036
H 2.302 0.120 -4.042
Te -3.468 -0.262 -1.821
H 2.765 0.008 1.772
C 0.006 -2.847 2.233
F 1.323 -1.167 3.143
H 0.246 -3.492 3.065
C 0.839 0.654 1.096
H 2.381 4.163 0.783
Cl -0.797 1.132 -3.730
Cl 1.555 -0.332 -1.808
C 2.739 2.105 1.354
N 0.118 1.705 0.672
H -1.899 -2.788 -0.559
H 0.009 3.693 0.171
C 0.217 -0.693 1.098
Te -9.121 -0.893 -2.853
C 0.664 2.921 0.556
C 0.518 -1.574 2.136
C 1.973 3.169 0.896
C 2.363 0.513 -3.044
F -1.347 -4.487 1.266
C -0.847 -3.242 1.223
C 2.175 0.851 1.450
H 3.779 2.252 1.616
Te -6.595 -0.647 -2.446
C -0.674 -1.123 0.084
*
```

## Properties
maximum force	0.02795	hartree/bohr
orbital gap (alpha / beta)	6.9 / 5.5	eV
⟨S²⟩	8.7853
energy	-2803.7965	a.u.


3.
Computed, not measured: an isolated ion of composition C25H45Cl2IN3O6S and charge +1, with the ωB97M-V functional and the def2-TZVPD basis.

```
! RIJCOSX wB97M-V def2-TZVPD def2/J DEFGRID3
* xyz 1 1
C 1.606 2.731 1.948
H -0.095 -0.321 1.900
H -2.412 -1.066 -1.055
H 3.785 -2.717 -1.965
H -0.446 -1.825 5.826
I -4.355 3.471 0.905
H 0.507 -2.485 -5.216
C -0.216 -1.559 0.180
N 0.144 -0.882 -0.839
C -1.177 -3.881 -0.226
H -1.188 1.528 2.076
C 1.614 2.570 -2.820
H 2.526 2.116 -2.419
O -1.418 -4.946 0.170
O 3.613 -5.208 -3.727
H 4.117 5.723 2.581
N -3.517 0.676 -1.235
C 1.141 1.085 0.012
H -5.297 0.676 -0.040
H 1.421 0.445 0.847
H 1.104 0.559 -3.362
H -1.288 0.626 -2.495
N -1.835 -1.282 2.106
H 1.875 3.051 -3.760
C -0.105 -3.009 0.493
H 3.190 4.092 1.277
H -0.756 -2.583 -2.934
C 0.931 -2.520 -4.214
C -0.395 -0.763 5.574
H -5.580 0.757 -1.769
C -1.296 -1.623 3.428
C -4.935 0.319 -1.006
H 0.586 -0.598 5.119
H -1.296 0.462 3.981
O 3.151 4.040 3.309
H 2.243 1.897 2.261
H -3.358 -0.631 0.357
C 0.850 -1.557 -1.940
C 2.442 4.006 2.072
H -0.134 -3.246 1.553
H 5.090 4.218 2.550
H 1.266 -2.519 -1.641
H -5.101 -0.771 -1.028
H -0.545 -0.135 6.448
H 1.274 3.358 -2.153
C -3.244 1.746 1.667
C -2.685 -0.223 -0.394
C -1.441 0.454 0.222
H 1.853 -1.932 -4.240
H 4.795 5.067 4.067
Cl -0.289 1.950 -4.627
C 1.202 2.568 0.451
H 0.311 3.157 0.246
C 1.225 -3.983 -3.814
H -1.544 2.636 0.783
H 2.007 3.048 -0.106
C 0.574 1.469 -3.089
C -0.897 -0.646 1.227
H -1.891 -2.467 3.793
H 1.756 4.865 2.000
H 0.855 -3.395 0.111
H -2.457 -0.549 4.883
H -0.263 -2.005 3.371
C -1.794 1.656 1.176
H 1.197 -4.625 -4.694
H -2.333 -2.050 1.678
C -0.549 1.281 -2.035
H 0.714 2.796 2.574
H 1.924 0.945 -0.742
C -1.450 -0.502 4.473
C -0.012 -1.824 -3.194
S 2.830 -4.265 -3.036
C 4.343 4.791 3.113
H 1.718 -0.937 -2.182
O 3.623 -2.874 -2.910
O 2.548 -4.681 -1.687
H -3.384 0.449 -2.215
H -1.667 -3.452 -1.128
C -0.164 0.608 -0.692
Cl -1.369 2.857 -1.833
O -3.770 1.043 2.401
H -0.453 -0.926 -3.620
H 0.453 -4.331 -3.127
*
```

## Properties
maximum force	0.06915	hartree/bohr
SMILES string	CCCN[C@H]1C(CC=O)=[N+](CCCCS(=O)(=O)O)[C@@](CCCCOC)([C@@H](Cl)[C@H](C)Cl)[C@]1(CNC)CC(=O)I
orbital gap	7.9	eV
energy	-3211.2151	a.u.


4.
Computed, not measured: C29H55BCl2CuN3O6Si as an isolated structure, with the ωB97M-V functional and the def2-TZVPD basis.

```
! RIJCOSX wB97M-V def2-TZVPD def2/J DEFGRID3
* xyz -1 2
C 0.427 -2.475 1.887
C -0.177 8.393 -3.211
H 2.524 5.412 -2.924
H -3.461 1.737 4.197
H -4.673 2.030 1.318
H 2.234 -0.377 -3.557
O 1.255 -1.609 1.555
N 0.713 -3.497 2.694
H -0.298 -7.164 0.096
C -1.498 -5.516 -0.583
H -0.533 4.224 4.172
Si 0.376 6.610 -3.239
H 0.079 -2.091 -5.931
H -1.225 -4.237 2.530
C 3.047 0.011 -2.949
C -2.821 1.984 3.320
O 0.756 -1.336 -1.195
H -0.460 -0.479 -4.764
H -0.554 5.875 -1.069
O 2.902 -0.064 -0.134
H -0.366 4.505 -2.159
O -2.259 -1.136 1.446
N 3.548 -1.050 -2.093
C 1.905 2.953 3.856
H 2.799 7.031 -3.552
H 2.481 -4.614 2.778
C 0.889 -5.432 -0.366
H 2.461 2.069 3.570
C -2.993 0.935 2.203
H 3.757 -1.907 -0.260
H -2.432 -6.054 -0.488
C -1.371 -0.551 3.638
H 4.368 -2.969 -2.023
H -1.267 -1.624 -1.379
H -0.360 2.410 1.398
C -1.498 -4.206 -1.039
C 0.516 2.201 2.010
H 1.578 2.858 4.892
B -1.566 -0.056 0.711
C -0.271 -1.986 -3.215
C 2.051 -3.706 3.204
H 0.022 -5.471 2.656
H 2.666 -2.856 2.935
H 2.028 -3.809 4.289
H -4.639 0.281 0.895
C -0.320 -2.076 -1.695
O -2.167 1.237 1.095
Cl 0.514 1.809 -1.148
H -1.718 5.610 -2.364
Cl 0.084 5.898 -5.195
C 0.880 -4.119 -0.814
H 0.440 -3.918 -3.462
H 2.661 0.818 -2.339
C -0.310 -3.493 -1.169
H -0.478 -0.051 3.225
H -0.605 -2.427 1.542
H 0.459 5.161 3.046
Cu 0.804 -0.069 0.187
C -0.288 -4.491 3.015
H -1.096 -1.599 3.876
C 3.994 -2.257 -2.754
H -1.614 -0.068 4.609
H 1.827 -5.908 -0.107
H -1.773 2.042 3.667
C -0.301 -6.139 -0.252
H 3.849 0.366 -3.595
C -0.718 -0.654 -3.723
H 3.161 -2.709 -3.292
O 1.223 1.200 1.805
H -4.013 -0.779 4.310
C -4.456 1.013 1.709
C -0.662 5.551 -2.104
H 4.790 -2.028 -3.461
H 2.412 6.802 -1.849
N 0.761 3.089 2.977
C -2.590 -0.507 2.657
C -3.717 -1.291 3.369
H -1.803 -0.561 -3.631
H -0.335 -3.798 -5.887
H -1.227 8.486 -3.483
C -0.101 4.234 3.171
H -3.101 2.996 2.955
H -0.445 -4.541 4.093
C 0.316 -3.036 -5.450
C 2.196 6.448 -2.858
H -2.432 -3.724 -1.300
H -5.171 0.822 2.539
H 1.795 -3.551 -0.885
H 1.335 -3.308 -5.738
C 0.169 -2.997 -3.967
H -3.367 -2.315 3.626
H -4.609 -1.416 2.723
H -0.293 0.145 -3.117
H 2.549 3.829 3.773
H -0.906 4.215 2.444
H 0.401 8.997 -3.909
H -0.050 8.821 -2.216
C 3.388 -1.010 -0.777
*
```

## Properties
maximum force	0.04957	hartree/bohr
orbital gap (alpha / beta)	5.3 / 5.3	eV
⟨S²⟩	0.7632
energy	-4629.1140	a.u.


5.
Computed, not measured: C6H11Br2F3GaO as an isolated structure, with the ωB97M-V functional and the def2-TZVPD basis.

```
! RIJCOSX wB97M-V def2-TZVPD def2/J DEFGRID3
* xyz -1 1
C 2.481 -0.276 -0.967
F -1.910 1.280 -2.039
C -2.133 1.092 0.556
F -3.708 -0.041 -1.188
H -1.036 -1.424 -1.059
H 1.470 -1.841 2.016
C -0.681 0.328 0.498
H 3.826 0.733 0.722
C -2.891 1.195 -0.909
F -1.891 2.486 1.052
H -1.668 -1.809 0.676
H 2.464 1.814 -0.036
H 1.547 0.027 -1.646
C 2.708 0.705 0.326
Br -4.030 2.875 -1.078
Br -3.379 0.244 1.925
Ga 1.023 -2.191 0.489
H -0.045 0.856 -0.329
H -0.149 0.352 1.560
H 3.426 -0.108 -1.678
H 2.004 0.501 1.238
O 2.452 -1.715 -0.665
C -0.782 -1.270 0.084
H 0.903 -3.811 0.454
*
```

## Properties
maximum force	0.09365	hartree/bohr
orbital gap	6.9	eV
energy	-7682.7769	a.u.


6.
Computed, not measured: C3H5GaO4 as an isolated structure, with the ωB97M-V functional and the def2-TZVPD basis.

```
! RIJCOSX wB97M-V def2-TZVPD def2/J DEFGRID3
* xyz 2 1
H 1.043 1.923 0.976
H 0.788 0.691 2.259
H -0.620 1.427 1.426
C -3.057 -0.407 -1.709
C 0.411 1.084 1.303
C 1.700 -0.538 -0.037
O -2.098 -0.762 -1.145
O -4.022 -0.128 -2.259
O 0.411 0.066 0.324
H 2.177 -0.860 0.910
H 2.304 0.260 -0.511
O 1.372 -1.552 -0.869
Ga -0.409 -1.202 -0.669
*
```

## Properties
maximum force	0.11339	hartree/bohr
orbital gap	8.7	eV
energy	-2342.2845	a.u.


7.
Computed, not measured: a single CH3I2O2P molecule, with the ωB97M-V functional and the def2-TZVPD basis.

```
! RIJCOSX wB97M-V def2-TZVPD def2/J DEFGRID3
* xyz 0 1
H -0.241 -0.767 1.800
C -0.352 -0.654 0.657
I -3.838 2.268 -0.124
O -1.433 0.171 0.164
H -0.251 -1.849 -0.931
O -0.328 -1.951 0.071
H 0.538 -0.139 0.286
I -4.071 -1.701 -0.083
P -2.903 0.178 0.954
*
```

## Properties
maximum force	0.03939	hartree/bohr
SMILES string	OCOP(I)I
orbital gap	8.5	eV
energy	-1127.1547	a.u.


8.
Computed, not measured: C10H15F6KNO4S as an isolated structure, with the ωB97M-V functional and the def2-TZVPD basis.

```
! RIJCOSX wB97M-V def2-TZVPD def2/J DEFGRID3
* xyz 1 1
H 1.610 -1.477 0.428
H 0.440 -2.672 -1.042
F -3.330 -1.241 -0.779
H -1.642 4.176 -3.548
H 1.180 -0.324 -1.207
C -1.023 3.352 -3.879
F 0.040 1.607 3.240
K 2.077 -1.893 4.170
F 2.459 2.432 2.311
H -0.942 0.885 -1.148
C 0.889 0.211 1.569
C -0.629 0.443 -2.091
N -1.077 -1.619 -0.024
C -0.375 -1.941 1.239
C -0.314 -1.919 -1.270
F 0.890 -0.257 3.970
H -1.610 2.627 -4.436
H -1.491 0.047 -2.631
C 1.006 -1.308 1.310
C 0.359 -0.673 -1.827
S -2.563 -2.337 -0.008
C 1.035 0.728 2.999
C 2.334 1.520 3.243
H -0.972 -1.508 2.037
H 1.523 -1.828 2.107
F 3.420 0.724 3.231
O -2.578 -3.508 -0.803
H -0.233 3.699 -4.541
F 2.284 2.104 4.430
H 0.785 -0.962 -2.789
O -0.338 3.210 -1.608
H -0.360 -3.017 1.429
C -0.432 2.702 -2.677
O -3.043 -2.349 1.325
H -0.081 0.556 1.226
H -0.964 -2.329 -2.033
O 0.026 1.428 -2.889
H 1.640 0.714 0.967
*
```

## Properties
maximum force	0.09403	hartree/bohr
orbital gap	8.9	eV
energy	-2342.8559	a.u.


9.
Computed, not measured: an isolated ion of composition CH6N3O2 and charge +1, with the ωB97M-V functional and the def2-TZVPD basis.

```
! RIJCOSX wB97M-V def2-TZVPD def2/J DEFGRID3
* xyz 1 3
H 1.226 -1.577 -0.131
N -0.041 1.373 -0.125
H 0.692 2.021 0.271
O -2.247 0.196 0.108
N -1.153 -0.802 0.115
H -1.439 -1.348 -0.682
C 0.128 0.057 -0.144
H -3.009 -0.333 0.379
N 1.282 -0.616 -0.181
H -1.003 1.826 -0.049
O 2.472 -0.027 0.271
H 3.093 -0.769 0.169
*
```

## Properties
maximum force	0.11743	hartree/bohr
orbital gap (alpha / beta)	7.2 / 6.1	eV
⟨S²⟩	2.0069
energy	-355.9073	a.u.


10.
Computed, not measured: a 2-piece molecular cluster, C4H13N2 overall, with the ωB97M-V functional and the def2-TZVPD basis.

```
! RIJCOSX wB97M-V def2-TZVPD def2/J DEFGRID3
* xyz 1 1
H 0.755 -2.092 0.239
H -2.174 0.221 1.110
C 0.191 0.016 -1.611
H 0.861 0.901 -1.647
H -2.768 1.915 -0.165
H -0.664 -2.292 -0.772
N 2.069 0.492 1.746
H -0.911 -1.850 0.834
H 2.569 1.105 1.119
N -1.941 1.372 -0.420
C -1.553 0.421 0.312
H -0.594 0.229 -2.160
H -1.470 1.643 -1.249
C -0.341 -0.186 -0.133
H 2.398 -0.445 1.524
H 0.538 0.309 0.621
H 0.747 -0.872 -1.989
C -0.242 -1.688 0.075
H 2.530 0.802 2.566
*
```

## Properties
maximum force	0.09956	hartree/bohr
orbital gap	9.8	eV
energy	-269.4121	a.u.


11.
Computed, not measured: a 2-piece molecular cluster, C2H8O overall, with the ωB97M-V functional and the def2-TZVPD basis.

```
! RIJCOSX wB97M-V def2-TZVPD def2/J DEFGRID3
* xyz 0 1
H -7.342 -1.411 -1.325
C 3.962 0.610 -0.264
H 3.635 1.630 -0.478
H 3.734 -0.156 -0.986
H -6.631 0.218 -1.171
O 3.429 0.082 0.974
C -6.734 -0.701 -0.593
H -5.742 -1.158 -0.286
H 3.811 0.653 1.604
H 5.062 0.482 -0.193
H -7.328 -0.368 0.178
*
```

## Properties
maximum force	0.07623	hartree/bohr
SMILES string	CO.C
orbital gap	11.6	eV
energy	-156.1877	a.u.


12.
Computed, not measured: a single C4H5NOS2 molecule, with the ωB97M-V functional and the def2-TZVPD basis.

```
! RIJCOSX wB97M-V def2-TZVPD def2/J DEFGRID3
* xyz 0 1
H 2.657 0.436 0.912
H 2.311 -1.589 0.734
S -0.913 0.694 0.197
C 0.791 1.470 1.077
H -2.279 -1.691 -0.187
N -0.601 1.286 -1.351
H -1.409 1.452 -1.956
H -0.050 0.714 -1.943
C -1.300 -1.315 -0.191
C 1.307 -1.083 0.698
O -2.091 1.379 0.593
S -0.019 -2.105 0.550
C 1.596 0.352 0.867
*
```

## Properties
maximum force	0.09102	hartree/bohr
orbital gap (alpha / beta)	7.0 / 7.1	eV
energy	-1081.5008	a.u.


13.
Computed, not measured: a single C2H7N3OS molecule, with the ωB97M-V functional and the def2-TZVPD basis.

```
! RIJCOSX wB97M-V def2-TZVPD def2/J DEFGRID3
* xyz 0 1
N 1.894 0.697 0.595
H 2.035 0.328 1.416
N -1.134 -1.193 -0.207
H -1.448 -2.081 -0.633
O -2.389 -0.794 0.416
C 0.165 -0.922 -0.144
H -0.546 2.123 0.370
C -0.123 1.629 -0.548
H -0.920 1.145 -1.131
H 2.589 0.444 -0.094
H -2.614 -1.699 1.101
H 0.578 2.124 -1.129
S 1.370 -2.197 -0.143
N 0.544 0.395 0.130
*
```

## Properties
maximum force	0.14308	hartree/bohr
SMILES string	CN(N)C(=S)NO
orbital gap	8.1	eV
energy	-717.9262	a.u.